(1)
C18H36NiO10S4 | the ωB97M-V functional and the def2-TZVPD basis

```
! RIJCOSX wB97M-V def2-TZVPD def2/J DEFGRID3
* xyz 0 3
Ni -0.01553 0.28079 0.88293
O 0.87976 -0.17867 2.70707
C 0.01753 0.34674 3.69469
C -1.27823 1.00375 3.12498
O -1.81138 0.42964 1.92804
H 0.54016 1.04294 4.35905
H -0.38173 -0.48286 4.29428
H -0.97595 2.03231 2.86478
H -2.15491 1.17428 3.75777
C 4.04365 2.78923 2.16725
C 2.97959 3.06738 3.24723
C 1.81131 3.81454 2.62283
S 1.67374 3.21551 0.93318
O 1.95944 4.23433 -0.05895
O 0.48927 2.37717 0.78633
C 3.23964 2.23062 0.99624
H 4.64105 1.98168 2.59131
H 4.68119 3.65731 2.00751
H 3.40330 3.62857 4.08339
H 2.74060 2.12783 3.74739
H 1.98195 4.87415 2.42209
H 0.85643 3.72129 3.13814
H 3.76562 2.15592 0.04599
H 2.96980 1.20028 1.23973
C -2.86174 -4.18655 1.26493
C -1.50532 -4.95165 1.22128
C -0.39224 -3.95301 0.84703
S -1.22635 -2.89585 -0.37365
O -0.85847 -3.36972 -1.69633
O -0.88295 -1.50555 -0.05276
C -2.94232 -3.28563 -0.00391
H -2.83878 -3.60397 2.18440
H -3.53715 -5.03751 1.33522
H -1.34808 -5.65623 0.39963
H -1.27421 -5.47869 2.14486
H 0.49439 -4.31162 0.32975
H -0.15274 -3.35890 1.73004
H -3.30968 -3.83436 -0.87136
H -3.41743 -2.30597 -0.04286
C -4.08362 2.22576 -1.45964
C -3.30613 3.47218 -1.93127
C -1.84670 3.37123 -1.54912
S -1.50840 1.60802 -2.11864
O -0.56327 0.96876 -1.20228
O -1.23149 1.55649 -3.55005
C -3.17761 0.99068 -1.60962
H -4.95549 1.97951 -2.06489
H -4.36492 2.33838 -0.41361
H -3.71956 4.40181 -1.54020
H -3.45307 3.46627 -3.01317
H -1.67647 3.37996 -0.47417
H -1.18241 3.98266 -2.15487
H -3.02663 0.66152 -0.57698
H -3.57982 0.08741 -2.06431
C 1.67598 -2.17953 -3.85739
C 2.36182 -3.15804 -2.88241
C 3.09419 -2.30040 -1.76135
S 2.24989 -0.67215 -1.70847
O 3.24848 0.25888 -2.21498
O 1.64663 -0.33962 -0.43076
C 1.06306 -0.99390 -3.08480
H 1.04201 -2.67211 -4.59711
H 2.37233 -1.76695 -4.59611
H 2.97189 -3.83351 -3.47531
H 1.56272 -3.60124 -2.28766
H 4.05642 -2.05982 -2.21337
H 3.25796 -2.83159 -0.82759
H 0.98913 -0.05065 -3.62124
H 0.07983 -1.27955 -2.71816
*
```

Results
E_HOMO (alpha / beta): -6.7 / -6.6 eV
total energy: -4560.7636 Ha


(2)
C30H85N11O9 | the ωB97M-V functional and the def2-TZVPD basis

```
! RIJCOSX wB97M-V def2-TZVPD def2/J DEFGRID3
* xyz 0 1
C -5.02631 -2.61806 3.50485
C -3.50802 -2.73567 3.27270
C -2.85427 -1.31005 3.37339
O -2.85400 -0.65972 2.11326
C -2.06330 -1.26477 1.09077
N -2.87225 -3.62179 4.28029
H -5.37076 -2.34131 4.50328
H -5.55041 -3.52187 3.18553
H -5.51997 -1.84786 2.90472
H -3.31297 -3.16071 2.28925
H -1.81912 -1.46342 3.69577
H -3.32401 -0.71704 4.15657
H -1.60437 -0.52220 0.43402
H -2.62621 -1.85791 0.36567
H -1.23911 -1.86263 1.48759
H -3.20295 -3.25671 5.17135
H -3.35402 -4.51670 4.31090
C 0.39599 -1.38564 -1.81644
C 0.28925 0.11311 -2.23039
C 1.10269 0.31286 -3.51881
O 0.77471 1.64706 -3.93772
C 1.44620 2.11810 -5.12291
N -1.07237 0.46490 -2.37356
H 0.18973 -1.65397 -0.78149
H 1.46463 -1.55807 -1.98517
H -0.14572 -2.05043 -2.48952
H 0.83679 0.71506 -1.49874
H 0.72680 -0.42825 -4.23336
H 2.16602 0.20344 -3.29502
H 2.50467 2.32060 -4.95557
H 0.97455 3.07907 -5.32193
H 1.28673 1.35455 -5.88423
H -1.14149 1.41700 -2.72253
H -1.32447 -0.03999 -3.22350
C 1.90677 -5.64129 3.49708
C 0.75806 -4.92256 2.76439
C 0.88353 -5.11918 1.28209
O -0.02522 -4.17947 0.66994
C -0.26235 -4.63377 -0.62945
N -0.50077 -5.42158 3.29051
H 2.92014 -5.56724 3.10166
H 1.67905 -6.70673 3.56957
H 1.88844 -5.26379 4.52109
H 0.90688 -3.86819 3.02119
H 0.65576 -6.17218 1.10108
H 1.92718 -4.90474 1.04203
H -0.84676 -5.54149 -0.81648
H 0.68221 -4.81812 -1.15391
H -0.76989 -3.91945 -1.28024
H -0.70121 -4.83745 4.09546
H -1.20453 -5.10364 2.63057
C -7.60842 4.89665 0.24614
C -6.75878 3.69702 0.62138
C -5.56756 3.51058 -0.30037
O -4.65375 2.58260 0.32251
C -3.60681 2.21590 -0.55304
N -6.23214 3.83549 2.00239
H -7.35250 5.80857 0.78608
H -8.66214 4.74344 0.48274
H -7.52211 5.08686 -0.82552
H -7.35067 2.77897 0.60287
H -5.00231 4.45094 -0.34686
H -5.68191 3.25590 -1.35702
H -3.98509 1.50502 -1.29118
H -2.83118 1.77711 0.07561
H -3.01907 2.94494 -1.12187
H -6.34001 4.73577 2.45325
H -5.23098 3.80221 1.84974
C -2.13103 5.27544 0.93602
C -1.11085 6.36262 0.65928
C -0.22782 6.26935 -0.62520
O 0.65661 5.17917 -0.71293
C 0.32070 4.25978 -1.76611
N -1.86971 7.63998 0.69616
H -2.97320 5.26449 0.24573
H -2.59615 5.42000 1.91703
H -1.66315 4.31749 1.17931
H -0.48334 6.39660 1.55366
H 0.39914 7.15415 -0.46616
H -0.77990 6.51771 -1.53414
H 1.25134 3.76346 -2.03398
H -0.20561 4.75858 -2.57823
H -0.32505 3.52446 -1.27765
H -1.43703 8.36453 0.13755
H -1.96414 7.97600 1.64328
C 5.75488 -0.18176 -0.22525
C 5.06378 1.15231 0.04509
C 3.87842 1.30464 -0.91368
O 4.28104 1.19563 -2.25292
C 4.62010 2.39785 -2.93964
N 4.70013 1.08388 1.46889
H 5.68525 -0.45771 -1.27816
H 5.48890 -1.00611 0.43389
H 6.81419 0.03847 -0.07579
H 5.80866 1.92427 -0.15710
H 3.33205 2.22894 -0.69972
H 3.24160 0.44510 -0.69013
H 5.24604 3.12674 -2.41979
H 3.63210 2.82680 -3.12251
H 5.12847 2.25187 -3.89192
H 4.17025 1.93703 1.64408
H 3.94434 0.40320 1.45838
C 0.68009 -2.40725 5.98330
C 1.86137 -2.05587 5.10398
C 1.44210 -1.13535 3.91677
O 2.50679 -0.92752 2.99433
C 2.20021 -1.20820 1.61095
N 2.85753 -1.35226 5.92414
H 0.28075 -1.46710 6.36414
H 0.93214 -3.15516 6.73318
H -0.13115 -2.81492 5.37303
H 2.35239 -2.91033 4.62787
H 1.23320 -0.12464 4.28071
H 0.53075 -1.43402 3.39246
H 1.26634 -0.68550 1.39897
H 2.06156 -2.28954 1.53910
H 3.03142 -0.95013 0.96394
H 3.27889 -2.04467 6.53196
H 3.61909 -0.96568 5.37995
C -0.12972 -3.45164 -4.80954
O -0.88038 -2.59944 -5.21315
N 1.18992 -3.45070 -5.01493
N -0.53987 -4.51294 -4.10342
H 1.63345 -2.56417 -5.19058
H 1.75917 -4.27264 -4.92442
H -1.50843 -4.64468 -3.87109
H 0.14423 -5.20918 -3.86566
C 4.47107 -0.05588 -6.25955
O 4.40233 1.07861 -6.74110
N 5.33661 -0.55688 -5.36564
N 3.59539 -1.01520 -6.59565
H 5.41328 -1.52456 -5.10945
H 5.92861 0.01462 -4.78509
H 2.86869 -0.78848 -7.25528
H 3.79667 -1.99179 -6.47394
*
```

Results
E_HOMO: -8.8 eV
structure (SMILES): COC[C@H](C)N.COC[C@H](C)N.COC[C@H](C)N.COC[C@H](C)N.COC[C@H](C)N.COC[C@H](C)N.COC[C@H](C)N.NC(N)=O.NC(N)=O
total energy: -2473.3225 Ha


(3)
C18H33AuN7OPS2 | the ωB97M-V functional and the def2-TZVPD basis

```
! RIJCOSX wB97M-V def2-TZVPD def2/J DEFGRID3
* xyz 4 1
Au -1.15429 -0.68444 -0.99302
C -3.77264 -3.49431 -3.30210
C -3.02610 -2.68664 -2.29169
N -2.23056 -1.73440 -2.59869
N -1.97510 -1.34638 -3.88332
C -1.08977 -0.36003 -4.08758
N -0.86866 0.05694 -5.31291
S -0.18156 0.37637 -2.79273
C -3.19787 -2.86219 -0.81627
C -4.04484 -3.83025 -0.32322
C -4.29400 -3.92176 1.04557
C -3.70346 -2.99907 1.88125
C -2.84856 -2.06107 1.32374
N -2.55952 -1.99010 0.02325
H -3.15394 -3.69000 -4.17906
H -4.67191 -2.95418 -3.61553
H -4.09006 -4.45933 -2.92284
H -2.54193 -1.70758 -4.64318
H -1.31010 -0.35769 -6.12447
H -0.23957 0.82659 -5.49066
H -4.53571 -4.51934 -0.99276
H -4.95199 -4.68948 1.43176
H -3.88917 -2.99410 2.94629
H -2.37992 -1.32033 1.95270
C 4.31944 -0.96371 0.68260
C 4.34662 0.39363 -0.00389
S 3.01852 0.58621 -1.19042
O 1.57334 0.42528 -0.43806
C 3.13846 2.31719 -1.65790
C 4.31656 2.47666 -2.62588
H 5.14495 -1.00943 1.39209
H 4.44783 -1.77660 -0.03061
H 3.39183 -1.13061 1.23367
H 5.19436 0.46359 -0.70078
H 4.39841 1.25835 0.65845
H 3.25578 2.92176 -0.75849
H 2.18448 2.53235 -2.14339
H 5.27931 2.34804 -2.13459
H 4.28536 3.49468 -3.01355
H 4.24636 1.79549 -3.47377
C -0.05520 3.24910 2.82049
N 1.23455 2.43839 3.00251
C 0.96509 1.23996 3.93495
N -0.09033 0.45101 3.39283
C -1.29782 1.26949 3.24483
N -1.06754 2.37997 2.32359
C -0.97397 1.99572 0.93730
P 0.45810 0.78877 0.78323
C 1.69370 1.92054 1.67644
C 0.23830 -0.35680 2.22455
H 0.16148 4.06913 2.13752
H -0.32786 3.64900 3.79668
H 1.95488 3.03577 3.42222
H 0.68459 1.64699 4.90579
H 1.89614 0.68300 4.02765
H -1.56872 1.67309 4.22017
H -2.13374 0.66827 2.89628
H -0.83465 2.86217 0.28813
H -1.88685 1.48670 0.62363
H 1.93115 2.77395 1.03976
H 2.60270 1.34453 1.85764
H 1.14927 -0.93609 2.38783
H -0.56362 -1.06275 2.02600
*
```

Results
E_HOMO: -19.9 eV
total energy: -2436.1300 Ha


(4)
C50H42FeN8O2 | the ωB97M-V functional and the def2-TZVPD basis

```
! RIJCOSX wB97M-V def2-TZVPD def2/J DEFGRID3
* xyz 1 6
Fe -0.80809 -0.04008 0.61299
C 2.38793 2.60949 7.04834
C 2.98384 3.01218 5.85060
C 2.46312 2.59276 4.63371
C 1.35482 1.73843 4.60345
C 0.77347 1.31607 5.80687
C 1.27514 1.75973 7.01743
C 0.79327 1.24396 3.33973
C 0.23839 2.12970 2.41830
C 0.22402 3.56683 2.50519
C -0.32205 4.03157 1.31515
C -0.68101 2.89812 0.52010
C -1.41520 2.83547 -0.68750
C -1.13140 3.62314 -1.85648
C -1.88656 3.40943 -3.03228
C -1.67244 4.18918 -4.15391
C -0.69646 5.17464 -4.15264
C 0.11644 5.33418 -3.03010
C -0.08837 4.56626 -1.88643
C -2.54285 1.98424 -0.64604
N -2.46014 0.69404 -0.15068
C -3.74364 0.16488 -0.17445
C -4.01016 -1.18896 0.04324
C -5.38051 -1.64610 0.28499
C -6.29057 -1.99436 -0.72184
C -7.55840 -2.43362 -0.37144
C -7.93739 -2.52415 0.96876
C -7.02790 -2.16389 1.96577
C -5.75857 -1.74600 1.62895
C -2.94746 -2.09382 0.14235
C -3.01336 -3.51138 -0.09095
C -1.75116 -4.02064 0.09508
C -0.90088 -2.93647 0.51739
N -1.63859 -1.76211 0.46493
C 0.36745 -3.05967 1.09431
C 0.82578 -2.08099 1.99527
C 1.84105 -2.18815 3.01074
C 1.85693 -0.99698 3.71142
C 0.90468 -0.12211 3.06886
N 0.28489 -0.80380 2.05066
C 1.16149 -4.23229 0.72708
C 1.68893 -5.14469 1.64585
C 2.43341 -6.22148 1.18643
C 2.65816 -6.40588 -0.18144
C 2.10326 -5.51240 -1.09335
C 1.36181 -4.43382 -0.64753
C -4.66462 1.17302 -0.62585
C -3.91271 2.29039 -0.95069
N -0.34960 1.74229 1.23291
H 2.78879 2.95532 7.99751
H 3.86366 3.65091 5.88131
H 2.91012 2.90767 3.69701
H -0.08430 0.65347 5.76445
H 0.80667 1.43941 7.94604
H 0.57534 4.14787 3.33942
H -0.50373 5.05122 1.01963
H -2.64432 2.63871 -3.06467
H -2.27251 4.02621 -5.04435
H -0.56114 5.82728 -5.01138
H 0.90959 6.07620 -3.03372
H 0.56383 4.71525 -1.03741
H -5.99365 -1.91798 -1.76022
H -8.26212 -2.70849 -1.14891
H -8.93967 -2.84909 1.22559
H -7.32372 -2.20685 3.00011
H -5.03540 -1.48522 2.39705
H -3.91058 -4.03344 -0.37855
H -1.44067 -5.04774 0.01602
H 2.44182 -3.06381 3.18629
H 2.45239 -0.73873 4.56537
H 1.48079 -5.00400 2.69842
H 2.85136 -6.91748 1.90505
H 3.24231 -7.25601 -0.52923
H 2.23121 -5.67034 -2.15971
H 0.92715 -3.73524 -1.35319
H -5.73241 1.05078 -0.69965
H -4.25980 3.22758 -1.35831
N 2.55016 0.10445 0.33020
C 2.58554 0.93898 -0.85195
C 3.80788 0.73462 -1.76362
C 3.99300 -0.68901 -2.32800
C 3.01253 -1.11263 -3.43609
N 2.54624 -0.00899 -4.26181
C 3.23514 0.76054 -5.09792
N 2.73782 1.99435 -5.33560
N 4.35667 0.36467 -5.71488
C 1.26158 0.82985 -1.60879
O 1.14268 1.49818 -2.70051
O 0.34698 0.04970 -1.14403
H 3.39526 0.17934 0.88817
H 2.41926 -0.86578 0.07780
H 2.62744 1.98716 -0.50914
H 4.69879 1.00711 -1.18170
H 3.77298 1.47613 -2.57935
H 3.91686 -1.42902 -1.52087
H 5.02243 -0.79590 -2.71842
H 2.09943 -1.55622 -3.01680
H 3.46263 -1.88312 -4.07580
H 1.78219 0.54611 -3.80607
H 1.99625 2.33255 -4.73341
H 3.16957 2.62661 -5.99029
H 4.66675 -0.59135 -5.64110
H 4.80470 0.95210 -6.39325
*
```

Results
E_HOMO (alpha / beta): -8.8 / -8.8 eV
total energy: -3782.6569 Ha


(5)
C19H47BN5O8S | the ωB97M-V functional and the def2-TZVPD basis

```
! RIJCOSX wB97M-V def2-TZVPD def2/J DEFGRID3
* xyz 1 1
C 1.44677 1.87897 -1.35437
C 0.44932 1.15542 -2.25489
C -0.97177 1.37074 -1.79336
O -1.27229 2.81845 -1.89806
S -2.75910 3.09233 -2.32871
C -3.81558 2.74374 -0.89643
B -4.93136 1.65745 -1.30212
O -5.77759 1.24767 -0.32360
O -4.99981 1.17151 -2.58710
H 1.19572 2.92497 -1.19330
H 1.47042 1.38666 -0.38519
H 2.43334 1.84018 -1.80544
H 0.52520 1.48651 -3.28909
H 0.65518 0.08874 -2.17205
H -1.68128 0.79863 -2.39193
H -1.05441 1.10756 -0.73990
H -2.74878 4.43597 -2.33198
H -3.14923 2.37175 -0.11316
H -4.27403 3.67155 -0.56064
H -5.71744 0.30307 -0.15097
H -5.56385 1.68882 -3.16431
C -1.97232 2.75685 3.08281
O -1.46396 2.11082 2.17000
N -1.96497 4.09888 3.13894
C -2.58679 4.81750 4.23797
C -1.31414 4.84368 2.08227
H -2.47522 2.28575 3.94134
H -3.37538 5.47558 3.86628
H -1.84654 5.42348 4.76362
H -3.01884 4.10434 4.93500
H -1.77285 4.61955 1.11502
H -0.26096 4.56731 2.01996
H -1.39753 5.90921 2.27852
C 2.07458 -2.95776 -1.26297
O 1.91169 -1.89186 -0.68774
N 2.97027 -3.16428 -2.23513
C 3.13417 -4.45653 -2.88224
C 3.81078 -2.05189 -2.65014
H 1.48749 -3.85783 -1.01462
H 4.14845 -4.82675 -2.74024
H 2.93944 -4.37055 -3.95212
H 2.44325 -5.17892 -2.45905
H 4.39811 -1.68275 -1.81003
H 3.19934 -1.22747 -3.01885
H 4.47902 -2.38467 -3.43907
C 5.25924 2.96879 -1.98026
O 5.76149 2.25722 -2.82666
N 5.33422 4.31271 -1.96580
C 4.71192 5.10746 -0.92848
C 6.07117 4.97512 -3.03041
H 4.68590 2.55550 -1.13128
H 3.97547 5.79107 -1.35732
H 5.45953 5.69454 -0.39189
H 4.20983 4.45293 -0.21859
H 5.63468 4.73645 -4.00028
H 7.10834 4.64122 -3.03867
H 6.03850 6.04993 -2.87262
C 2.50984 -8.24152 -2.64629
O 3.31999 -7.60463 -3.29409
N 1.62797 -9.10707 -3.17349
C 0.68685 -9.84599 -2.35621
C 1.63070 -9.30472 -4.61434
H 2.43593 -8.16275 -1.54746
H 0.84390 -10.92020 -2.46689
H -0.33926 -9.61175 -2.64596
H 0.82325 -9.58087 -1.31009
H 2.60378 -9.66599 -4.94587
H 1.42933 -8.36418 -5.12711
H 0.86627 -10.03119 -4.87639
C -3.41578 1.07844 6.69262
O -3.40552 1.83256 5.72805
N -4.50498 0.45590 7.15103
C -4.46131 -0.42939 8.30084
C -5.77261 0.67692 6.47254
H -2.50563 0.85227 7.26837
H -4.78216 -1.43332 8.02001
H -5.11632 -0.05925 9.09047
H -3.44560 -0.48182 8.68515
H -5.70228 0.36764 5.42989
H -6.03492 1.73433 6.49511
H -6.54823 0.10127 6.96947
*
```

Results
E_HOMO: -10.6 eV
total energy: -2050.6955 Ha


(6)
C2H4NPS | the ωB97M-V functional and the def2-TZVPD basis

```
! RIJCOSX wB97M-V def2-TZVPD def2/J DEFGRID3
* xyz 0 3
C -0.83455 0.20225 -0.13083
C 0.35058 -0.18121 0.76511
N -2.10319 0.06315 0.48810
P -2.15076 0.07808 2.16795
S -0.08707 0.16708 2.51169
H -0.72986 1.25085 -0.44639
H -0.83180 -0.41679 -1.03529
H 0.58417 -1.24539 0.70666
H 1.24218 0.39723 0.53717
*
```

Results
E_HOMO (alpha / beta): -6.7 / -10.0 eV
total energy: -872.8089 Ha


| no. | maximum force (eV/A) |
| --- | --- |
| 1 | 2.77 |
| 2 | 2.82 |
| 3 | 0.62 |
| 4 | 2.47 |
| 5 | 0.87 |
| 6 | 2.23 |